Entry A
The following is a DFT calculation (wB97M-V/def2-TZVPD) of a molecular structure, C3H10N2OS.

The geometry in XYZ format:
```
17
Properties=species:S:1:pos:R:3
C 0.49 2.55 -1.68
C 2.07 3.41 -0.19
C -2.05 -3.03 2.84
N 1.14 0.21 0.81
N 0.80 2.70 -0.53
O -1.17 0.79 0.06
S -0.07 1.15 0.92
H 1.28 2.65 -2.47
H -2.39 -4.10 2.73
H -0.45 1.94 -1.85
H 1.77 4.25 0.30
H 2.65 2.62 0.36
H 2.51 3.51 -1.11
H -2.68 -2.48 2.05
H -2.30 -2.64 3.75
H -0.95 -2.71 2.62
H 1.02 -0.46 0.03
```

Output
2S+1   1
LUMO   0.017 hartree
Kohn-Sham gap   0.37208 Ha


Entry B
The following is a DFT calculation (wB97M-V/def2-TZVPD) of a single C3H10N2OS molecule.

The geometry in XYZ format:
```
17
Properties=species:S:1:pos:R:3
C -0.80 -0.66 0.89
C 0.14 0.46 0.44
C -0.65 1.65 -0.21
S 1.28 -0.34 -0.69
N 0.38 -0.93 -1.77
N 2.05 -1.45 0.19
O 2.38 0.97 -0.95
H -0.39 -1.60 0.85
H -1.31 -0.44 1.89
H -1.63 -0.71 0.15
H 0.79 0.85 1.16
H 0.23 2.19 -0.75
H -1.27 2.30 0.49
H -1.30 1.22 -0.94
H 0.74 -1.13 -2.68
H 2.97 -1.24 0.53
H 1.53 -1.92 0.87
```

Output
SMILES string   CC(C)[S@](=N)(N)=O
2S+1   1
LUMO   0.022 hartree
Kohn-Sham gap   0.37262 Ha


Which structure is the most stable? The one labeled entry A.


Entry A
The following is a DFT calculation (wB97M-V/def2-TZVPD) of a gas-phase ion, C6H14N4O (charge +2).

The geometry in XYZ format:
```
25
Properties=species:S:1:pos:R:3
C 2.45 -0.38 -1.58
N 2.46 -0.27 -0.12
C 1.42 0.10 0.55
C 1.59 0.64 1.92
N 0.20 -0.41 0.26
C -0.86 0.14 -0.19
N -2.05 -0.45 -0.17
C -2.45 -1.67 0.42
N -1.53 -2.47 0.79
O -0.74 1.30 -0.81
C -1.79 2.16 -1.17
H 2.30 0.64 -1.95
H 3.43 -0.87 -1.87
H 1.64 -1.02 -1.89
H 3.42 -0.14 0.31
H 1.88 1.66 1.77
H 2.55 0.25 2.39
H 0.79 0.56 2.66
H -2.79 0.22 -0.48
H -3.48 -1.87 0.56
H -0.57 -2.13 1.04
H -1.72 -3.36 1.29
H -2.48 2.08 -0.41
H -2.24 2.05 -2.12
H -1.43 3.23 -1.22
```

Output
SMILES string   C\[NH+]=C(C)/N=C(/[NH+]=C\N)OC
Total charge   +2
2S+1   1
LUMO   -0.306 hartree
Kohn-Sham gap   0.36641 Ha


Entry B
The following is a DFT calculation (wB97M-V/def2-TZVPD) of 2 unconnected molecules or ions with the total composition C6H14N4O.

The geometry in XYZ format:
```
25
Properties=species:S:1:pos:R:3
C 0.56 2.12 -0.46
C 0.34 -1.93 -0.34
C 1.27 -2.80 0.31
C -0.20 3.36 -0.49
C -1.65 3.05 0.17
C -1.55 1.54 0.24
N -0.21 1.13 -0.16
N 1.17 -2.82 1.67
N -0.62 -2.40 -1.02
N 2.27 -3.35 -0.44
O 1.79 2.16 -0.87
H 0.20 4.29 0.12
H -0.33 3.62 -1.53
H -1.77 3.59 1.16
H -2.42 3.21 -0.53
H -1.78 1.05 1.16
H -2.19 1.14 -0.62
H 1.92 -3.13 2.19
H 0.33 -2.51 2.06
H 2.29 1.41 -0.98
H -0.73 -3.37 -1.48
H -1.34 -1.92 -1.54
H 0.01 0.00 -0.19
H 3.01 -3.80 0.21
H 2.50 -3.41 -1.47
```

Output
Total charge   +2
2S+1   1
LUMO   -0.289 hartree
Kohn-Sham gap   0.35725 Ha


Which structure is the most stable? The one labeled entry A.


Entry A
The following is a DFT calculation (wB97M-V/def2-TZVPD) of 2 unconnected molecules or ions with the total composition HN2O3.

The geometry in XYZ format:
```
6
Properties=species:S:1:pos:R:3
N -0.49 0.38 0.01
N -2.94 0.30 0.41
O -3.71 0.29 -0.35
O -0.92 -0.72 0.23
O -1.23 1.32 -0.24
H 0.52 0.44 0.03
```

Output
Total charge   +1
2S+1   1
LUMO   -0.288 hartree
Kohn-Sham gap   0.37413 Ha


Entry B
The following is a DFT calculation (wB97M-V/def2-TZVPD) of 2 unconnected molecules or ions with the total composition HN2O3.

The geometry in XYZ format:
```
6
Properties=species:S:1:pos:R:3
N -1.12 -0.24 0.03
N 1.95 -0.15 -0.19
O 2.38 0.79 0.09
O -1.59 -1.30 -0.02
O 0.00 0.21 -0.20
H -1.62 0.68 0.29
```

Output
Total charge   +1
2S+1   1
LUMO   -0.293 hartree
Kohn-Sham gap   0.34017 Ha


Which structure is the most stable? The one labeled entry A.


Entry A
The following is a DFT calculation (wB97M-V/def2-TZVPD) of a molecular structure, C11H10BrNS.

The geometry in XYZ format:
```
24
Properties=species:S:1:pos:R:3
C -2.18 1.93 1.05
C -1.63 2.18 2.28
C -1.89 0.80 0.35
C -0.66 1.40 2.90
C -0.92 -0.05 0.87
C -0.26 0.25 2.15
C 1.18 -1.63 2.30
C 1.31 -1.78 -1.19
C -0.20 -1.51 -1.23
C 2.23 -0.96 -0.18
C -0.74 -1.25 0.15
N 0.73 -0.52 2.51
S 2.59 -2.01 1.36
Br -0.65 -2.87 1.12
H -2.95 2.68 0.78
H -2.06 3.00 2.78
H -2.52 0.47 -0.45
H -0.11 1.64 3.70
H 1.43 -2.94 -1.03
H 1.64 -1.54 -2.19
H -0.60 -0.66 -1.88
H -0.79 -2.32 -1.79
H 3.16 -0.84 -0.63
H 1.74 0.08 -0.01
```

Output
2S+1   1
LUMO (alpha / beta)   -0.015 / -0.015 hartree
Kohn-Sham gap (alpha / beta)   0.25372 / 0.23534 Ha


Entry B
The following is a DFT calculation (wB97M-V/def2-TZVPD) of a single C11H10BrNS molecule.

The geometry in XYZ format:
```
24
Properties=species:S:1:pos:R:3
C -0.77 2.66 -0.69
C -0.39 1.37 -0.05
C 0.87 1.14 0.37
C 1.39 0.29 1.38
C 0.74 -0.37 2.43
C -0.60 -0.08 2.66
N -1.50 0.44 1.87
C -1.43 0.25 0.52
Br -3.33 0.67 -0.16
C -1.06 -1.12 -0.07
C -0.54 -1.48 -1.31
C -0.50 -2.88 -1.52
C -0.92 -3.65 -0.49
S -1.69 -2.57 0.67
H -0.75 2.62 -1.81
H -0.14 3.38 -0.34
H -1.73 2.96 -0.37
H 1.62 1.82 -0.04
H 2.52 0.27 1.45
H 1.39 -0.83 3.16
H -0.80 0.02 3.70
H 0.06 -0.71 -1.88
H -0.03 -3.22 -2.37
H -1.19 -4.65 -0.48
```

Output
SMILES string   CC1=CC=CC=N[C@]1(Br)c1cccs1
2S+1   1
LUMO   -0.011 hartree
Kohn-Sham gap   0.31186 Ha


Entry C
The following is a DFT calculation (wB97M-V/def2-TZVPD) of 2 unconnected molecules or ions with the total composition C11H10BrNS.

The geometry in XYZ format:
```
24
Properties=species:S:1:pos:R:3
C 2.02 -2.23 -1.42
C -2.90 1.66 -0.30
C -2.24 1.22 -1.42
C -2.94 0.68 0.78
C -1.62 0.04 -1.56
C -2.29 -0.52 0.69
C -1.58 -0.95 -0.51
C 1.29 -1.20 -1.89
C -0.72 -2.02 -0.62
C 1.52 0.11 1.15
C 2.27 0.70 -0.02
N 2.55 -3.24 -1.16
S 1.32 0.44 -1.54
Br -0.68 -3.46 0.49
H -3.38 2.70 -0.25
H -2.37 1.82 -2.38
H -3.48 0.79 1.65
H -1.42 -0.14 -2.56
H -2.52 -1.21 1.51
H 0.51 0.47 1.04
H 1.37 -0.90 0.98
H 1.75 0.38 2.17
H 3.17 0.02 -0.16
H 2.47 1.71 -0.05
```

Output
2S+1   1
LUMO (alpha / beta)   -0.074 / -0.074 hartree
Kohn-Sham gap (alpha / beta)   0.20992 / 0.20995 Ha


Which structure is the most stable? The one labeled entry B.